Model A:
C49H68N11O | wB97M-V/def2-TZVPD

Properties
Molecular weight   827.16 g mol⁻¹
Net charge   +1
Multiplicity   1
LUMO level   -5.4 eV
Kohn-Sham gap   4.05 eV

Structure (XYZ):
```
129
Properties=species:S:1:pos:R:3:mulliken_charge:R:1
C -1.35 0.26 -0.99 -0.531
C -0.44 -0.19 0.12 2.180
C -0.59 -1.70 0.26 -0.134
C 0.55 -2.45 0.91 0.296
C 1.83 -2.08 0.03 -2.398
C 2.15 -0.60 0.07 1.931
N 0.93 0.17 -0.34 1.519
O 1.32 1.34 -0.77 -0.416
C 3.30 -0.35 -0.98 -2.183
C 2.70 -0.12 1.32 0.776
C -0.83 0.62 1.46 -2.800
H -1.07 -0.26 -2.09 -0.071
H -1.18 1.40 -1.32 0.336
H -2.49 -0.02 -0.86 -0.578
H -0.97 -2.30 -0.56 -1.093
H -1.51 -1.80 0.74 0.341
H 0.35 -3.53 0.73 0.702
H 0.75 -2.02 2.01 -0.561
H 1.65 -2.36 -0.90 1.057
H 2.68 -2.65 0.35 0.362
H 2.97 -0.54 -2.10 -0.365
H 4.16 -0.85 -1.05 0.485
H 3.48 0.66 -0.95 0.670
H 3.77 -0.44 1.43 -0.220
H 2.09 -0.45 2.15 -0.726
H 2.69 0.99 1.47 -0.136
H -0.81 1.57 1.31 1.283
H -0.12 0.50 2.27 0.029
H -1.77 0.20 1.71 0.651
N 6.24 -2.80 1.95 0.032
C 7.00 -1.86 2.57 -0.425
C 7.32 -0.73 1.54 -0.690
C 6.58 -1.14 0.31 -0.201
C 5.78 -2.43 0.66 -0.350
H 5.93 -3.71 2.26 0.293
H 7.49 -2.11 3.63 0.293
H 7.98 0.14 1.67 0.457
H 6.45 -0.81 -0.74 0.454
H 5.02 -3.15 0.08 0.321
N -3.32 3.58 -4.02 0.056
C -3.57 2.72 -5.01 -0.772
C -2.37 1.94 -5.37 -0.489
C -1.39 2.27 -4.24 0.221
C -2.11 3.42 -3.37 -1.064
H -4.15 4.23 -3.78 0.329
H -4.49 2.83 -5.59 0.349
H -2.11 1.41 -6.23 0.663
H -0.38 1.79 -4.14 0.161
H -1.65 3.88 -2.51 0.585
N -6.37 -0.17 -0.96 0.044
C -7.04 1.02 -1.37 -0.615
C -6.03 1.70 -2.35 -0.516
C -4.88 0.80 -2.48 0.175
C -5.07 -0.33 -1.47 -0.858
H -6.86 -0.78 -0.46 0.167
H -8.11 1.38 -1.01 0.300
H -6.41 2.54 -2.91 0.465
H -4.20 0.92 -3.15 1.008
H -4.44 -1.22 -1.35 -0.175
N 0.29 -1.68 -6.08 -0.044
C 0.97 -2.45 -5.25 -0.423
C 2.00 -1.58 -4.50 -0.432
C 1.61 -0.23 -4.92 -0.701
C 0.52 -0.31 -5.91 -0.534
H -0.58 -1.81 -6.72 0.339
H 1.04 -3.56 -5.34 0.427
H 2.76 -2.04 -3.76 0.434
H 1.86 0.67 -4.69 0.832
H -0.19 0.48 -6.30 0.354
N -4.62 1.98 0.57 -0.038
C -3.60 2.97 0.43 -0.630
C -3.03 3.41 1.78 -0.702
C -3.94 2.71 2.72 -1.153
C -4.97 1.83 1.93 -0.545
H -5.18 1.47 -0.20 0.638
H -3.23 3.34 -0.55 0.344
H -2.40 4.17 1.87 0.952
H -3.90 2.72 3.73 0.533
H -5.87 1.25 2.13 0.537
N -1.08 -2.99 -3.51 0.205
C -0.90 -4.10 -2.68 -0.606
C -2.27 -4.42 -2.10 -0.687
C -3.25 -3.37 -2.61 -1.344
C -2.39 -2.53 -3.53 -0.389
H -0.34 -2.65 -4.31 0.162
H 0.08 -4.57 -2.69 0.505
H -2.23 -5.25 -1.40 0.442
H -4.21 -3.27 -2.32 1.111
H -2.68 -1.82 -4.34 0.402
N 0.55 4.70 2.34 -0.089
C -0.20 4.18 3.37 -0.670
C 0.51 2.92 3.89 -0.748
C 1.76 2.94 3.29 0.583
C 1.83 4.09 2.13 -0.624
H 0.36 5.61 1.65 0.354
H -1.24 4.72 3.80 0.364
H -0.04 2.45 4.67 0.502
H 2.77 2.32 3.40 0.130
H 2.76 4.36 1.56 0.319
N -4.78 -3.16 3.13 -0.059
C -4.33 -4.54 2.83 -0.742
C -3.67 -4.57 1.47 -0.748
C -3.88 -3.09 0.94 1.116
C -4.46 -2.31 2.03 -0.470
H -5.30 -2.94 3.99 0.235
H -4.67 -5.27 3.32 0.563
H -3.25 -5.54 1.12 0.330
H -3.75 -2.91 -0.03 -0.333
H -4.83 -1.14 2.00 0.165
N 5.53 4.66 1.67 0.108
C 5.62 4.30 0.30 -1.014
C 5.40 2.72 0.27 -0.384
C 5.24 2.32 1.63 0.312
C 5.39 3.54 2.52 -1.082
H 5.65 5.58 1.91 0.134
H 5.88 5.01 -0.27 0.654
H 5.24 2.38 -0.74 0.521
H 5.12 1.26 1.91 0.580
H 5.22 3.67 3.70 0.250
N 1.29 -1.49 5.07 0.004
C 1.90 -2.54 4.33 -0.693
C 3.29 -2.05 4.02 0.173
C 3.52 -0.80 4.80 -0.612
C 2.19 -0.44 5.46 -1.173
H 0.32 -1.51 5.19 0.236
H 1.30 -3.47 4.00 0.370
H 4.02 -2.58 3.44 0.332
H 4.43 -0.31 4.78 0.667
H 1.91 0.19 6.10 0.825
```

Model B:
C49H68N11O | wB97M-V/def2-TZVPD

Properties
Molecular weight   827.16 g mol⁻¹
Net charge   +1
Multiplicity   1
LUMO level   -5.0 eV
Kohn-Sham gap   4.53 eV

Structure (XYZ):
```
129
Properties=species:S:1:pos:R:3:mulliken_charge:R:1
C -58.70 -6.05 -15.75 -0.958
C -57.56 -7.08 -15.94 1.000
C -56.27 -6.14 -15.96 0.349
C -54.91 -6.84 -15.29 1.991
C -55.19 -7.63 -14.11 -5.497
C -56.44 -8.51 -14.05 2.699
N -57.59 -7.90 -14.80 1.530
O -58.71 -8.49 -14.60 -0.479
C -56.85 -8.70 -12.65 -2.283
C -55.98 -9.91 -14.68 -0.960
C -57.57 -7.84 -17.24 -0.568
H -59.80 -6.57 -15.92 0.178
H -58.62 -5.25 -16.59 -0.516
H -58.75 -5.50 -14.81 0.122
H -56.44 -5.51 -15.27 0.640
H -55.84 -5.54 -16.95 -1.702
H -53.99 -6.16 -15.17 -0.478
H -54.73 -7.61 -16.02 -0.723
H -55.34 -6.83 -13.21 0.173
H -54.44 -7.87 -13.79 3.490
H -56.06 -8.93 -12.00 0.442
H -57.38 -9.46 -12.69 1.106
H -57.49 -7.73 -12.22 0.019
H -56.70 -10.55 -14.97 -0.654
H -55.26 -10.47 -14.30 1.235
H -55.49 -9.82 -15.60 -0.396
H -58.60 -8.59 -17.24 -0.380
H -56.69 -8.45 -17.30 -0.637
H -57.68 -7.12 -18.03 0.861
N -53.89 -2.74 -12.09 -0.108
C -54.73 -1.68 -12.39 -0.577
C -54.94 -1.76 -13.90 -0.512
C -54.36 -2.94 -14.40 0.225
C -53.59 -3.59 -13.15 -0.970
H -53.57 -2.69 -11.07 0.317
H -55.16 -0.90 -11.83 0.414
H -55.83 -1.04 -14.34 0.148
H -54.31 -3.21 -15.37 0.970
H -52.85 -4.46 -13.13 0.050
N -51.60 -11.31 -10.03 -0.116
C -51.25 -11.11 -11.40 -0.689
C -52.48 -11.24 -12.26 -0.085
C -53.60 -11.74 -11.26 -0.441
C -53.03 -11.56 -9.91 -0.442
H -51.08 -11.12 -9.09 0.286
H -50.21 -11.07 -11.63 0.431
H -52.55 -11.04 -13.33 0.434
H -54.63 -12.19 -11.42 0.334
H -53.42 -11.98 -8.97 0.343
N -57.83 -13.19 -15.15 -0.001
C -58.45 -12.83 -13.91 -0.877
C -59.39 -11.71 -14.26 -0.228
C -59.17 -11.35 -15.66 -0.095
C -58.08 -12.40 -16.19 -1.081
H -57.30 -14.18 -15.13 0.352
H -58.47 -13.50 -13.09 0.505
H -60.13 -11.14 -13.71 0.464
H -59.77 -10.63 -16.22 0.476
H -57.69 -12.65 -17.20 0.474
N -58.63 -1.11 -15.89 0.050
C -58.57 -2.52 -16.24 -0.798
C -57.50 -2.68 -17.21 -0.693
C -56.77 -1.35 -17.32 -0.755
C -57.69 -0.37 -16.48 -0.873
H -59.42 -0.71 -15.35 0.269
H -59.40 -3.18 -15.83 0.465
H -57.23 -3.55 -17.42 1.476
H -56.00 -1.19 -18.19 0.293
H -57.87 0.57 -16.26 0.608
N -61.41 -5.36 -16.48 0.001
C -60.79 -5.64 -17.68 -0.535
C -60.62 -7.21 -17.73 -0.034
C -61.16 -7.78 -16.47 -0.660
C -61.72 -6.52 -15.70 -0.419
H -61.58 -4.28 -16.24 0.342
H -60.45 -4.87 -18.40 0.422
H -60.19 -7.56 -18.73 0.431
H -61.44 -8.69 -16.21 0.982
H -62.01 -6.17 -14.67 0.351
N -52.94 -3.37 -18.59 0.039
C -52.09 -4.09 -19.48 -0.544
C -52.83 -5.36 -19.78 -0.681
C -54.08 -5.43 -18.98 1.305
C -54.17 -4.08 -18.24 -0.884
H -52.98 -2.38 -18.57 0.321
H -50.89 -3.86 -19.69 0.258
H -52.23 -6.19 -20.28 0.243
H -54.92 -6.22 -18.84 -0.354
H -54.96 -3.86 -17.59 0.135
N -56.70 -4.14 -12.21 0.010
C -57.77 -3.66 -12.83 0.222
C -59.04 -4.14 -12.10 -0.556
C -58.48 -5.24 -11.14 -0.629
C -56.97 -5.14 -11.24 -0.659
H -55.83 -3.67 -12.35 0.544
H -57.59 -2.77 -13.59 0.098
H -60.19 -3.84 -12.27 0.288
H -59.32 -5.77 -10.48 0.281
H -56.22 -5.68 -10.64 0.466
N -53.28 -12.43 -18.39 0.176
C -53.61 -12.12 -17.03 -0.621
C -52.95 -10.81 -16.58 0.111
C -52.12 -10.52 -17.81 -0.187
C -52.39 -11.53 -18.93 -0.555
H -53.49 -13.28 -18.86 0.247
H -54.32 -12.83 -16.57 0.461
H -52.88 -10.39 -15.57 0.217
H -51.28 -9.74 -17.74 0.415
H -52.07 -11.61 -19.95 0.417
N -54.71 -9.79 -18.63 -0.411
C -56.06 -9.93 -18.55 -1.363
C -56.63 -8.89 -19.55 0.092
C -55.43 -8.16 -20.11 -0.780
C -54.24 -8.84 -19.46 -0.016
H -54.14 -10.45 -18.17 1.099
H -56.68 -10.63 -18.00 0.173
H -57.81 -8.87 -19.78 0.304
H -55.39 -7.47 -21.04 0.300
H -53.11 -8.74 -19.71 0.320
N -51.73 -5.43 -16.74 0.088
C -51.25 -4.53 -15.71 -0.735
C -51.04 -5.42 -14.48 -1.083
C -51.50 -6.82 -14.95 -0.232
C -51.84 -6.74 -16.45 -0.879
H -51.86 -5.26 -17.69 0.463
H -51.00 -3.62 -15.87 0.755
H -50.77 -5.03 -13.50 0.603
H -51.30 -7.77 -14.31 0.371
H -52.13 -7.47 -17.12 0.818
```

Which one sits at the top of the stability order? model A does.

Model A:
C4H9NO2 | wB97M-V/def2-TZVPD

Properties
Molecular weight   103.12 g mol⁻¹
Multiplicity   1
SMILES   O=C=O.CCNC
LUMO level   0.8 eV
Kohn-Sham gap   10.00 eV

Structure (XYZ):
```
16
Properties=species:S:1:pos:R:3:nbo_charge:R:1
C -1.96 0.33 0.41 -0.615
C -0.89 -0.63 -0.09 -0.216
N 0.28 0.10 -0.58 -0.642
C 1.68 1.13 1.48 1.053
O 0.84 0.88 2.26 -0.535
O 2.57 1.40 0.78 -0.531
C 1.26 -0.75 -1.23 -0.416
H -2.31 0.99 -0.40 0.197
H -2.83 -0.23 0.77 0.214
H -1.57 0.95 1.22 0.220
H -0.55 -1.26 0.74 0.188
H -1.31 -1.30 -0.85 0.160
H -0.03 0.82 -1.24 0.354
H 2.14 -0.16 -1.50 0.209
H 1.59 -1.52 -0.52 0.192
H 0.89 -1.26 -2.13 0.168
```

Model B:
C4H9NO2 | wB97M-V/def2-TZVPD

Properties
Molecular weight   103.12 g mol⁻¹
Multiplicity   1
SMILES   NC(=O)CCCO
LUMO level   0.5 eV
Kohn-Sham gap   9.90 eV

Structure (XYZ):
```
16
Properties=species:S:1:pos:R:3:nbo_charge:R:1
N -1.44 1.38 0.30 -0.843
C -0.81 0.86 1.38 0.674
O -1.32 0.83 2.49 -0.626
C 0.57 0.27 1.11 -0.504
C 0.50 -1.04 0.30 -0.419
C 0.54 -0.90 -1.24 -0.064
O 0.47 0.47 -1.64 -0.745
H -2.36 1.78 0.43 0.398
H -1.00 1.36 -0.61 0.418
H 1.21 1.00 0.60 0.231
H 0.99 0.07 2.09 0.237
H 1.34 -1.66 0.60 0.215
H -0.40 -1.58 0.59 0.215
H 1.47 -1.33 -1.63 0.165
H -0.29 -1.45 -1.69 0.167
H 0.36 0.50 -2.60 0.480
```

Which one sits at the top of the stability order? model A does.

Model A:
C4H9NO2 | wB97M-V/def2-TZVPD

Properties
Molecular weight   103.12 g mol⁻¹
Multiplicity   1
SMILES   C[C@@H](CO)NC=O
LUMO level   0.8 eV
Kohn-Sham gap   10.74 eV

Structure (XYZ):
```
16
Properties=species:S:1:pos:R:3:nbo_charge:R:1
C -1.03 1.47 -0.15 -0.648
C -0.38 0.14 0.25 -0.012
C -1.26 -1.07 0.05 -0.085
O -0.42 -2.17 0.16 -0.733
N 1.09 -0.29 -0.43 -0.729
C 2.23 0.05 0.29 0.534
O 2.30 0.02 1.49 -0.568
H -0.24 2.10 -0.55 0.229
H -1.48 2.02 0.70 0.234
H -1.81 1.35 -0.91 0.215
H -0.04 0.14 1.29 0.236
H -2.01 -0.93 0.85 0.181
H -1.84 -1.03 -0.90 0.151
H 0.48 -1.69 -0.07 0.479
H 1.29 -0.40 -1.44 0.402
H 3.08 0.42 -0.33 0.114
```

Model B:
C4H9NO2 | wB97M-V/def2-TZVPD

Properties
Molecular weight   103.12 g mol⁻¹
Multiplicity   1
SMILES   C[C@H](O)[C@@H](N)C=O
LUMO level   0.6 eV
Kohn-Sham gap   10.09 eV

Structure (XYZ):
```
16
Properties=species:S:1:pos:R:3:nbo_charge:R:1
O -2.87 0.52 1.04 -0.491
C -1.88 -0.11 0.85 0.432
C -0.67 0.37 0.06 -0.191
C 0.62 -0.34 0.59 0.097
C 1.86 0.44 0.12 -0.644
O 0.65 -1.69 0.18 -0.715
N -0.71 0.18 -1.40 -0.847
H -1.79 -1.22 0.96 0.114
H -0.46 1.44 0.18 0.204
H 0.62 -0.38 1.69 0.176
H 2.74 -0.04 0.55 0.219
H 1.89 1.47 0.43 0.210
H 1.96 0.28 -0.96 0.219
H 0.40 -1.64 -0.75 0.471
H -0.86 1.09 -1.80 0.377
H -1.49 -0.38 -1.74 0.369
```

Which one sits at the top of the stability order? model B does.

Model A:
C7H11N | wB97M-V/def2-TZVPD

Properties
Molecular weight   109.17 g mol⁻¹
Multiplicity   1
LUMO level   1.1 eV
Kohn-Sham gap   9.38 eV

Structure (XYZ):
```
19
Properties=species:S:1:pos:R:3:nbo_charge:R:1
C 0.23 -0.63 -0.33 0.058
C 1.71 -0.50 -0.39 -0.412
C 1.84 0.77 0.19 -0.398
C 0.32 0.89 -0.32 -0.233
C -1.00 1.30 0.38 -0.192
C -1.91 0.47 -0.22 -0.222
C -1.20 -0.75 -0.79 -0.406
H -1.30 -1.25 1.44 0.369
H 0.26 -0.96 1.83 0.341
H 2.00 -0.52 -1.40 0.224
H 2.28 -1.29 -0.06 0.216
H 2.64 1.26 -0.34 0.230
H 1.46 0.90 1.43 0.206
H 0.19 1.28 -1.39 0.217
H -1.21 2.04 1.13 0.214
H -2.87 0.72 0.02 0.213
H -1.49 -1.02 -2.00 0.218
H -1.79 -1.55 -0.20 0.229
N -0.18 -1.16 1.04 -0.871
```

Model B:
C7H11N | wB97M-V/def2-TZVPD

Properties
Molecular weight   109.17 g mol⁻¹
Multiplicity   1
SMILES   Cc1c[nH]c(C)c1C
LUMO level   1.0 eV
Kohn-Sham gap   8.76 eV

Structure (XYZ):
```
19
Properties=species:S:1:pos:R:3:nbo_charge:R:1
C 0.72 -2.09 -1.33 -0.624
C -0.13 -1.11 -0.58 -0.103
C -1.49 -1.07 -0.45 -0.066
N -1.83 0.07 0.22 -0.510
C -0.70 0.79 0.54 0.118
C 0.37 0.06 0.08 -0.084
C 1.80 0.55 0.10 -0.635
C -0.77 2.08 1.29 -0.643
H 1.62 -2.38 -0.78 0.211
H 1.06 -1.67 -2.28 0.212
H 0.16 -3.00 -1.51 0.215
H -2.26 -1.76 -0.74 0.201
H -2.78 0.24 0.51 0.404
H 1.81 1.60 -0.18 0.213
H 2.19 0.51 1.12 0.211
H 2.50 -0.03 -0.51 0.219
H 0.23 2.39 1.59 0.225
H -1.31 1.93 2.22 0.217
H -1.18 2.89 0.69 0.218
```

Which one sits at the top of the stability order? model B does.